No. 1
{
  "formula": "C24H32MnN2O9PS2",
  "method": "ωB97M-V/def2-TZVPD",
  "species": ["Mn", "S", "S", "P", "O", "O", "O", "O", "O", "O", "O", "O", "O", "N", "N", "C", "C", "C", "C", "C", "C", "C", "C", "C", "C", "C", "C", "C", "C", "C", "C", "C", "C", "C", "C", "C", "C", "C", "C", "H", "H", "H", "H", "H", "H", "H", "H", "H", "H", "H", "H", "H", "H", "H", "H", "H", "H", "H", "H", "H", "H", "H", "H", "H", "H", "H", "H", "H", "H", "H", "H"],
  "coordinates": [[-0.7195, 0.5506, 0.3255], [-1.3422, 1.0230, -2.7492], [-2.3437, -3.7352, 3.4328], [1.1436, 0.7270, -1.1594], [1.2700, 2.2560, -1.7170], [1.9252, -0.0242, -2.3612], [2.4311, 0.6529, -0.1425], [-1.5060, -4.6472, 4.1796], [-3.7222, -3.7034, 3.8448], [0.2175, 1.9468, 1.8742], [-2.6484, 0.8114, -0.1322], [-4.8151, 0.4901, -0.5100], [-0.8085, -0.8251, 1.8311], [1.0766, 2.5132, 3.8536], [-1.6747, -2.2408, 3.3922], [1.1381, 4.2008, -0.3056], [-3.8090, -2.7721, -2.9925], [-2.4316, -5.1940, 0.8969], [1.8056, 2.1831, 5.0540], [-1.5298, -3.9944, -1.0028], [-2.8316, -2.5001, -3.9375], [-2.2793, -0.4444, -2.7977], [1.5829, -0.0114, -3.7394], [-2.1862, -4.0838, 1.6677], [-1.3575, -1.9026, 2.1705], [1.6782, 0.3446, 2.9376], [-2.0935, -5.1387, -0.4521], [-1.2836, -2.8823, -0.2140], [0.4009, 3.2792, -1.2640], [-4.0304, -1.8713, -1.9643], [2.4663, 0.9756, -4.4894], [3.7213, 1.0424, -0.5956], [-1.6166, -2.9465, 1.1303], [4.5113, 1.6355, 0.5615], [-3.6327, 0.2785, -0.7441], [0.9256, 1.6378, 2.8351], [-3.2805, -0.7107, -1.8519], [-2.0742, -1.3499, -3.8424], [0.3526, 3.7658, 3.7743], [0.6230, 4.3983, 4.6161], [2.6900, 0.4902, 3.3080], [-0.8203, -1.9774, -0.6216], [3.6117, 1.7808, -1.3960], [2.3406, 1.9568, -4.0392], [4.2317, 0.1653, -1.0082], [0.6031, 4.2748, 2.8423], [1.5229, 3.5941, 0.5099], [-2.6642, -3.1903, -4.7570], [1.7350, -1.0334, -4.1008], [-4.8073, -2.0489, -1.2343], [2.1727, 1.0166, -5.5361], [-0.7251, 3.5884, 3.7776], [2.8728, 2.0604, 4.8472], [-2.2631, -6.0011, -1.0814], [4.8063, 0.8622, 1.2649], [-2.8665, -6.0789, 1.3367], [1.9717, 4.6882, -0.8081], [3.8958, 2.3634, 1.0831], [-1.3251, -1.1208, -4.5882], [0.4608, 4.9543, 0.0906], [-0.4779, 2.8295, -0.7525], [5.4026, 2.1243, 0.1773], [0.5326, 0.2804, -3.8498], [-4.4083, -3.6705, -3.0725], [1.7118, -0.1061, 1.9471], [0.0583, 3.8240, -2.1492], [1.6921, 2.9861, 5.7775], [-1.2912, -3.9686, -2.0560], [3.5151, 0.6906, -4.4269], [1.1364, -0.3302, 3.5985], [1.4316, 1.2614, 5.5038]],
  "forces_ev_per_a": [[-1.68, -0.09, 0.41], [0.44, 0.49, -0.02], [0.07, -0.66, 0.29], [1.77, 0.61, -1.13], [0.22, -0.49, -0.04], [-0.50, -0.20, 0.81], [-0.30, -0.01, 0.09], [0.09, 0.24, -0.32], [0.04, 0.27, -0.31], [-0.52, -0.12, -0.67], [0.84, 0.25, 1.17], [0.14, 0.01, 0.01], [0.32, 0.70, 0.02], [-0.21, -0.04, -0.32], [-0.23, -0.11, 0.13], [0.01, -0.32, -0.22], [-0.19, -0.08, 0.01], [-0.15, -0.23, 0.09], [0.28, -0.27, 0.20], [0.08, -0.05, -0.10], [0.00, -0.17, -0.14], [0.05, 0.19, 0.19], [-0.06, 0.11, -0.84], [0.22, 0.70, 0.44], [-0.11, -0.56, -0.28], [-0.22, -0.14, -0.39], [-0.01, 0.03, 0.11], [0.18, 0.33, 0.28], [-0.44, 0.26, 0.53], [-0.15, -0.03, -0.03], [-0.07, -0.25, 0.34], [0.39, 0.14, -0.11], [0.02, -0.11, -0.39], [-0.30, -0.25, -0.26], [-0.51, -0.54, -0.52], [0.57, 0.04, 0.63], [-0.10, 0.11, 0.04], [-0.07, -0.15, 0.05], [-0.21, 0.17, -0.23], [0.01, -0.03, -0.01], [0.04, 0.03, 0.03], [-0.20, -0.40, -0.01], [0.07, -0.07, 0.07], [0.01, 0.15, -0.08], [-0.05, 0.12, 0.01], [-0.07, 0.04, 0.06], [0.06, 0.09, 0.18], [0.01, -0.01, -0.03], [-0.05, 0.09, 0.03], [-0.09, 0.00, 0.05], [-0.03, 0.01, -0.10], [0.02, 0.07, 0.01], [-0.04, 0.01, 0.09], [-0.06, -0.04, -0.03], [0.04, -0.08, 0.14], [-0.03, -0.12, -0.02], [0.06, 0.08, -0.03], [-0.01, 0.18, 0.07], [0.03, 0.01, -0.03], [-0.04, 0.08, 0.05], [0.25, 0.38, -0.43], [0.14, 0.07, 0.03], [0.19, -0.21, -0.02], [0.00, -0.03, 0.04], [0.06, 0.02, 0.20], [-0.15, -0.20, 0.15], [-0.03, -0.01, -0.04], [0.03, 0.02, -0.02], [0.14, 0.00, -0.02], [-0.01, -0.07, 0.09], [0.04, 0.03, 0.04]],
  "mulliken_charge": [1.34, -0.41, 1.22, 1.33, -0.25, -0.47, -0.31, -0.69, -0.69, -0.54, -0.71, -0.74, -0.43, 0.30, -0.63, -0.90, -0.59, -0.62, -0.94, -0.83, -0.71, 1.11, 0.39, -0.30, -0.34, -1.26, -0.55, 0.21, -0.33, -0.66, -1.25, -0.15, 0.74, -1.25, 0.05, 0.57, 0.10, -0.66, -0.76, 0.37, 0.55, 0.37, 0.23, 0.18, 0.29, 0.13, -0.14, 0.38, 0.40, 0.45, 0.44, 0.28, 0.29, 0.41, 0.30, 0.43, 0.37, 0.22, 0.39, 0.42, 0.22, 0.42, -0.29, 0.40, -0.05, 0.36, 0.30, 0.50, 0.30, 0.38, 0.34],
  "s_squared": 8.76,
  "fmax_ha_per_bohr": 0.04248,
  "total_charge": -1,
  "gap_ha": [0.2313, 0.2345],
  "homo_ev": [-4.194, -4.281],
  "relative_energy_ev": 1.4500,
  "spin_multiplicity": 6,
  "energy_ha": -4009.36745
}

No. 2
{
  "formula": "C24H32N2O4",
  "method": "ωB97M-V/def2-TZVPD",
  "species": ["O", "O", "O", "O", "N", "N", "C", "C", "C", "C", "C", "C", "C", "C", "C", "C", "C", "C", "C", "C", "C", "C", "C", "C", "C", "C", "C", "C", "C", "C", "H", "H", "H", "H", "H", "H", "H", "H", "H", "H", "H", "H", "H", "H", "H", "H", "H", "H", "H", "H", "H", "H", "H", "H", "H", "H", "H", "H", "H", "H", "H", "H"],
  "coordinates": [[-2.0346, 3.1447, 0.6564], [0.4500, 4.0981, 1.5992], [1.9781, 3.8581, -0.0591], [-1.8134, 1.9368, -1.2643], [-5.2235, -0.8063, 3.8019], [5.1588, -0.7711, 3.7354], [-1.3085, 0.5412, 2.9573], [0.7974, 3.5409, 0.5613], [-3.2529, 1.8454, -1.2716], [1.4836, -0.5137, 3.8899], [-2.8228, -1.2301, 3.6868], [-0.0284, 1.0780, 2.6297], [2.7725, -0.9492, 4.1464], [3.6764, 0.9676, 2.9119], [5.5743, -1.4624, 4.9363], [3.8914, -0.2606, 3.6068], [-6.0860, -0.9702, 2.6512], [-5.6408, -1.5063, 4.9969], [2.3946, 1.4125, 2.6967], [0.1127, 2.4864, -0.1172], [-2.4081, 1.4461, 3.0626], [3.8428, 5.3424, -0.2743], [-3.6837, 1.0221, 3.3386], [-1.3090, 2.5715, -0.1515], [1.2472, 0.6371, 3.0703], [-3.9232, -0.3428, 3.6436], [-1.5991, -0.8388, 3.1686], [2.7736, 4.8340, 0.6530], [-3.7130, 1.5698, -2.6828], [6.0648, -0.8567, 2.6110], [2.1369, 5.6651, 0.9848], [0.6292, -1.0519, 4.2991], [-2.2090, 2.4974, 2.8842], [-7.1267, -0.9314, 2.9912], [-3.7038, 2.7844, -0.9191], [5.9580, -1.8217, 2.0845], [-3.1692, 0.7454, -3.1569], [-3.6084, 2.4642, -3.3103], [-0.8448, -1.5797, 2.8902], [-6.7356, -1.5485, 4.9984], [-5.9257, -1.9496, 2.1627], [3.2147, 4.3278, 1.5269], [-5.2561, -2.5391, 5.0420], [4.5566, 5.9261, 0.3026], [-3.5347, 1.0183, -0.5979], [2.9574, -1.8687, 4.7116], [-0.0552, 2.0355, 2.1159], [5.2336, -0.9174, 5.8300], [3.4226, 6.0120, -1.0277], [-2.9948, -2.2408, 4.0682], [2.2229, 2.3809, 2.2287], [5.1883, -2.4924, 4.9867], [-4.5219, 1.7165, 3.3355], [6.6672, -1.5063, 4.9381], [0.6302, 1.9191, -0.8846], [7.0907, -0.7981, 2.9867], [4.5391, 1.5570, 2.5853], [-5.2986, -0.9643, 5.8925], [-4.7754, 1.3164, -2.6644], [4.3830, 4.5411, -0.7793], [5.8696, -0.0408, 1.9063], [-5.8915, -0.1686, 1.9249]],
  "forces_ev_per_a": [[-0.14, -0.35, -0.35], [0.32, 0.02, -0.14], [0.47, 0.60, 0.45], [-0.92, 0.11, 0.25], [-0.94, 0.43, 0.69], [0.16, 0.37, 0.37], [-1.12, -0.71, -0.34], [-0.27, -0.54, 0.01], [0.25, -0.11, -0.03], [0.14, 0.29, -0.36], [-0.20, -0.04, -0.23], [0.20, 0.60, 0.62], [0.01, 0.15, 0.13], [-0.14, -0.37, 0.15], [-0.40, -0.35, 0.15], [-0.35, 0.10, -0.47], [0.29, 0.05, -0.18], [0.54, -0.18, 0.02], [-0.20, -0.22, -0.19], [0.00, 0.10, -0.09], [0.81, 0.24, -0.41], [0.13, 0.21, -0.19], [-0.30, -0.99, 0.13], [0.39, 0.00, 0.24], [0.41, -0.33, 0.12], [0.79, 0.58, -0.30], [0.43, 0.42, 0.62], [-0.30, -0.39, -0.14], [-0.07, 0.08, -0.33], [0.00, 0.14, -0.18], [0.15, -0.39, 0.10], [0.36, 0.09, -0.09], [-0.03, -0.09, -0.07], [0.13, 0.13, -0.23], [0.25, -0.38, 0.11], [-0.02, 0.26, 0.06], [-0.05, 0.12, 0.17], [0.10, -0.21, 0.11], [-0.24, 0.16, 0.41], [0.24, 0.00, 0.13], [-0.06, 0.23, -0.04], [-0.13, 0.31, -0.07], [-0.14, 0.04, 0.12], [0.14, 0.07, 0.06], [-0.05, 0.33, -0.10], [-0.21, 0.43, -0.15], [0.02, 0.10, 0.33], [0.10, -0.19, -0.28], [-0.02, -0.16, -0.04], [0.08, 0.16, -0.61], [0.02, -0.28, -0.02], [0.16, 0.08, 0.07], [0.21, -0.14, 0.00], [-0.21, 0.00, 0.12], [-0.15, 0.37, -0.03], [-0.10, 0.16, -0.23], [-0.40, -0.21, 0.15], [-0.13, -0.22, -0.25], [0.01, -0.04, -0.03], [-0.06, -0.05, 0.05], [0.18, -0.29, 0.10], [-0.16, -0.28, 0.14]],
  "mulliken_charge": [-0.69, -0.67, -0.33, -0.38, 0.20, 0.11, 0.36, 0.68, 0.06, -0.89, -0.28, 0.01, -0.53, -0.43, -1.03, 0.75, -0.90, -0.93, -0.38, -0.77, -0.84, -1.28, -0.33, 0.96, 0.05, 0.15, -0.83, 0.02, -1.27, -0.92, 0.28, 0.64, 0.37, 0.30, 0.28, 0.29, 0.31, 0.31, 0.75, 0.30, 0.28, 0.17, 0.32, 0.39, 0.11, 0.29, 0.27, 0.34, 0.32, 0.32, -0.07, 0.33, 0.50, 0.33, 0.24, 0.29, 0.51, 0.28, 0.38, 0.31, 0.34, 0.30],
  "fmax_ha_per_bohr": 0.02658,
  "gap_ha": 0.1742,
  "homo_ev": -6.592,
  "relative_energy_ev": 5.5450,
  "energy_ha": -1344.07615
}

No. 3
{
  "formula": "C24H32N2S6V",
  "method": "ωB97M-V/def2-TZVPD",
  "species": ["V", "S", "S", "S", "S", "S", "S", "N", "N", "C", "C", "C", "C", "C", "C", "C", "C", "C", "C", "C", "C", "C", "C", "C", "C", "C", "C", "C", "C", "C", "C", "C", "C", "H", "H", "H", "H", "H", "H", "H", "H", "H", "H", "H", "H", "H", "H", "H", "H", "H", "H", "H", "H", "H", "H", "H", "H", "H", "H", "H", "H", "H", "H", "H", "H"],
  "coordinates": [[-0.1461, -0.6172, 0.2537], [-0.2498, -4.9275, 0.9413], [0.0802, -0.3989, 2.9570], [-1.9270, -2.3510, 0.9387], [-1.8276, 1.2421, 0.6455], [0.6513, 2.8397, -1.0256], [2.2412, 0.3400, 0.5099], [-3.5273, -1.3607, -3.0229], [0.6475, -2.5846, 0.3596], [-1.4399, 3.0162, 0.6696], [1.7181, -3.4525, 0.1964], [0.0388, 3.3590, 0.5831], [1.4176, -4.7861, 0.4862], [2.9948, -3.0935, -0.2273], [-2.7043, -0.4137, -2.2751], [-1.2773, -0.3544, -2.7775], [2.4269, 2.8087, -0.7322], [-2.2630, 0.9676, 2.3769], [3.6557, -5.4130, -0.0340], [-1.0775, 0.9500, 3.3356], [-0.4492, -3.2136, 0.7305], [-0.1845, -0.5026, -1.9055], [2.6786, -0.1356, 2.1891], [0.1170, -0.0914, -4.7443], [2.8767, 2.0277, 0.4948], [1.2331, -0.2774, -3.9346], [2.3869, -5.7767, 0.3752], [-1.1302, -0.1387, -4.1496], [3.9555, -4.0809, -0.3366], [-3.0225, -2.7162, -2.9001], [1.0608, -0.4696, -2.5739], [-4.9007, -1.2885, -2.5860], [1.6874, 0.3915, 3.2241], [-3.5810, -3.3782, -3.5647], [0.1705, 4.4332, 0.7402], [-5.0222, -1.5482, -1.5182], [0.2164, 0.0731, -5.8089], [-3.1769, 0.5707, -2.3816], [-3.1050, -3.1020, -1.8707], [2.0510, 0.1806, 4.2309], [-2.7841, 0.0079, 2.3976], [-2.7172, -0.6576, -1.2012], [-5.5166, -1.9774, -3.1670], [4.9489, -3.8162, -0.6724], [-2.9823, 1.7281, 2.6874], [-1.9706, -2.7453, -3.1834], [2.7082, -1.2275, 2.1967], [2.8300, 3.8215, -0.6527], [2.2292, -0.2761, -4.3614], [-1.4394, 0.8396, 4.3595], [2.8570, 2.3678, -1.6327], [-2.0223, -0.0325, -4.7551], [3.2167, -2.0660, -0.4811], [0.5556, 2.8264, 1.3825], [-0.5287, 1.8928, 3.2807], [1.9784, -0.6185, -2.0015], [-1.9897, 3.4752, -0.1533], [3.6924, 0.2069, 2.4083], [-1.8684, 3.4133, 1.5924], [1.5760, 1.4732, 3.1315], [2.1582, -6.8092, 0.5989], [2.5912, 2.5469, 1.4111], [-5.2940, -0.2811, -2.7339], [4.4224, -6.1688, -0.1328], [3.9668, 1.9612, 0.4945]],
  "forces_ev_per_a": [[-0.08, 0.34, 0.05], [-0.13, -0.13, 0.05], [-0.11, -0.14, -0.16], [0.40, -0.22, -0.09], [-0.31, 0.03, -0.06], [-0.04, -0.02, -0.15], [0.20, -0.25, -0.23], [0.06, 0.05, -0.07], [0.04, -0.30, 0.13], [-0.06, 0.18, 0.06], [-0.15, 0.28, -0.01], [-0.13, 0.04, 0.23], [0.19, -0.12, -0.04], [0.10, -0.10, 0.00], [-0.06, 0.00, 0.10], [-0.24, 0.07, 0.17], [0.24, 0.05, 0.07], [0.01, -0.12, 0.18], [0.08, 0.09, -0.04], [-0.06, 0.14, 0.06], [-0.32, 0.32, 0.03], [0.17, 0.02, -0.37], [0.02, 0.02, 0.21], [0.06, -0.03, 0.18], [0.08, 0.21, 0.06], [-0.17, 0.06, -0.14], [-0.03, 0.02, 0.01], [0.06, -0.01, -0.07], [-0.05, -0.03, 0.02], [0.04, -0.10, 0.03], [0.27, -0.10, 0.35], [-0.17, -0.02, 0.03], [0.19, 0.01, -0.01], [-0.01, 0.01, 0.00], [0.04, -0.03, -0.03], [0.02, 0.00, 0.00], [0.02, 0.00, -0.05], [0.00, 0.00, 0.01], [0.00, 0.02, 0.01], [-0.05, -0.03, 0.00], [0.07, 0.03, -0.04], [0.05, -0.03, -0.08], [0.02, -0.01, -0.01], [0.04, -0.03, -0.01], [0.03, 0.02, -0.03], [-0.02, -0.01, -0.03], [-0.06, 0.00, -0.02], [-0.07, 0.00, -0.01], [0.04, 0.00, -0.02], [0.03, -0.03, -0.03], [-0.10, -0.05, -0.03], [-0.04, 0.00, -0.01], [-0.03, 0.01, 0.00], [0.08, -0.03, -0.04], [-0.01, -0.02, -0.02], [-0.10, 0.00, -0.02], [0.03, -0.06, -0.04], [-0.04, 0.04, -0.01], [0.03, 0.02, -0.03], [-0.01, 0.00, -0.02], [-0.04, -0.03, 0.01], [-0.06, -0.03, -0.01], [0.03, 0.03, 0.00], [0.02, -0.03, 0.01], [-0.02, 0.00, -0.02]],
  "mulliken_charge": [-0.70, -0.32, 0.06, -0.42, 0.33, 0.01, 0.31, -0.08, 0.35, -1.36, -0.79, 0.33, 0.69, 0.21, -0.46, 0.49, -0.89, -1.17, -0.55, -0.53, 0.34, 0.49, -0.92, -0.72, -1.27, -1.03, -0.48, -0.53, -0.89, -0.84, 0.50, -0.95, -0.72, 0.35, 0.56, 0.28, 0.37, 0.43, 0.24, 0.53, 0.34, 0.20, 0.34, 0.41, 0.57, 0.28, 0.34, 0.53, 0.44, 0.51, 0.38, 0.41, 0.30, -0.65, 0.28, 0.17, 0.51, 0.55, 0.49, 0.27, 0.39, 0.42, 0.29, 0.38, 0.56],
  "s_squared": 3.77,
  "fmax_ha_per_bohr": 0.00897,
  "gap_ha": [0.2484, 0.2691],
  "homo_ev": [-6.784, -7.352],
  "relative_energy_ev": 0.0000,
  "spin_multiplicity": 4,
  "energy_ha": -4376.39666
}